1.
33
Properties=species:S:1:pos:R:3 method="wB97M-V/def2-TZVPD" homo_ev="-2.72 / -3.25" multiplicity=2 de_lowest_ev=0.000 mol_weight_g_mol=406.8 orbital_gap_ev="5.779 / 6.306" total_charge=-1
Pd 0.48 -1.07 -0.25
C -1.73 1.41 -0.66
C -0.36 2.01 -0.66
C -0.21 3.41 -0.77
C 1.03 3.96 -0.77
C 2.17 3.12 -0.66
C 3.48 3.65 -0.67
C 4.53 2.78 -0.59
C 4.33 1.40 -0.50
C 3.06 0.83 -0.49
S 2.87 -0.89 -0.40
C 1.94 1.72 -0.56
N 0.68 1.20 -0.55
H -2.49 2.17 -0.84
H -1.93 0.90 0.28
H -1.80 0.64 -1.42
H -1.09 4.03 -0.86
H 1.18 5.03 -0.84
H 3.62 4.72 -0.74
H 5.55 3.16 -0.59
H 5.19 0.74 -0.45
O -1.79 -1.36 0.29
N -2.15 -2.56 0.69
C -3.36 -2.68 1.27
C -3.85 -3.88 1.71
C -3.06 -5.02 1.55
C -1.83 -4.89 0.96
C -1.33 -3.65 0.51
S 0.20 -3.49 -0.22
H -3.89 -1.74 1.34
H -4.83 -3.92 2.17
H -3.41 -5.99 1.89
H -1.18 -5.75 0.83



2.
38
Properties=species:S:1:pos:R:3 method="wB97M-V/def2-TZVPD" homo_ev="-19.21 / -19.39" multiplicity=5 de_lowest_ev=0.000 mol_weight_g_mol=595.5 orbital_gap_ev="8.101 / 5.408" total_charge=+3
Os -0.94 -0.72 -0.65
Se 5.12 -0.58 4.10
N 5.03 -0.48 2.28
C 3.76 -0.47 2.00
C 3.16 -0.40 0.66
C 3.95 -0.44 -0.50
C 3.29 -0.51 -1.74
C 1.90 -0.50 -1.80
N 1.13 -0.49 -0.67
C 1.73 -0.43 0.50
C 0.86 -0.50 1.66
N -0.45 -0.56 1.37
C -1.29 -0.60 2.43
C -0.85 -0.50 3.72
C 0.52 -0.53 3.99
C 1.41 -0.51 2.91
C 2.82 -0.52 3.17
N 3.40 -0.63 4.32
H 5.08 -0.47 -0.55
H 3.88 -0.50 -2.66
H 1.29 -0.43 -2.73
H -2.31 -0.71 2.09
H -1.59 -0.41 4.53
H 0.91 -0.56 4.99
O -3.74 -1.79 -2.77
N -2.85 -1.58 -2.11
O -1.61 -1.25 -2.53
O -2.87 -1.42 -0.74
C -2.31 2.45 -3.33
C -2.65 1.69 -2.11
C -4.10 1.38 -1.88
O -1.71 1.36 -1.35
H -1.85 1.77 -3.99
H -1.59 3.24 -3.13
H -3.23 2.75 -3.82
H -4.64 2.33 -1.88
H -4.27 0.73 -1.00
H -4.39 0.76 -2.74



3.
35
Properties=species:S:1:pos:R:3 method="wB97M-V/def2-TZVPD" homo_ev="-8.87 / -8.66" multiplicity=2 de_lowest_ev=1.377 mol_weight_g_mol=476.3 orbital_gap_ev="7.549 / 7.539" total_charge=0
Re -2.98 0.99 -0.33
O -1.02 -0.43 -0.89
C -0.14 -0.39 0.25
C -1.10 -0.40 1.50
O -0.76 -0.94 2.52
O -2.20 0.26 1.28
C 0.59 0.94 0.38
C 1.49 1.12 1.43
C 2.11 2.34 1.63
C 1.82 3.41 0.79
C 0.93 3.25 -0.25
C 0.31 2.02 -0.46
C 0.77 -1.60 0.20
C 2.08 -1.48 -0.25
C 2.89 -2.61 -0.34
C 2.39 -3.85 0.00
C 1.08 -3.97 0.43
C 0.27 -2.85 0.53
H -0.49 -0.38 -1.70
H 1.70 0.29 2.10
H 2.81 2.46 2.45
H 2.30 4.37 0.95
H 0.70 4.07 -0.91
H -0.37 1.90 -1.29
H 2.48 -0.52 -0.53
H 3.91 -2.50 -0.68
H 3.03 -4.73 -0.06
H 0.68 -4.94 0.70
H -0.75 -2.95 0.87
C -3.25 2.36 -1.67
H -2.55 2.61 -2.47
H -4.06 3.08 -1.66
F -5.83 0.34 -1.39
B -4.55 -0.02 -1.29
F -4.31 -1.23 -1.83